# 1
Here is the molecule CH6N4S at a distorted geometry from the Open Molecules 2025 dataset. Energies are from the ωB97M-V functional and the def2-TZVPD basis.

Geometry as XYZ:
```
12
Properties=species:S:1:pos:R:3:mulliken_charge:R:1
H 2.25913 1.50202 -0.00400 0.2473
N 1.22714 1.37384 0.00686 -0.7984
N 0.95803 0.34763 0.67501 0.5014
S 1.93396 -0.58312 1.52404 -0.2527
C -0.56016 -0.09851 0.19507 0.1124
N -0.55659 -1.53675 -0.03060 -0.5088
N -1.00741 0.60043 -0.89328 -0.6599
H -1.23307 0.21777 1.19573 0.2413
H -0.94894 -1.97811 0.77038 0.2404
H -0.90650 -1.77574 -1.05426 0.2438
H -0.76118 1.55696 -0.71117 0.3589
H -0.40439 0.37357 -1.67379 0.2742
```

Its energy above the lowest of the compared OMol25 structures with the same formula, charge and spin is 1.643 eV. Its SMILES is [H]/N=[N+](\[S-])C(N)N. Its frontier orbital gap is 8.43 eV. The calculated total energy comes out at -17927.1583 eV.

---

# 2
Here is a cluster of 2 separate species, CH3F2OP in total at a distorted geometry from the Open Molecules 2025 dataset. Energies are from the ωB97M-V functional and the def2-TZVPD basis.

Geometry as XYZ:
```
8
Properties=species:S:1:pos:R:3:mulliken_charge:R:1
F 1.55386 -0.54229 -0.11101 -0.2456
C 1.91518 0.22533 1.01094 0.1789
F 1.10809 1.32346 0.97681 -0.2177
H 2.95301 0.60465 0.77871 0.1400
H 1.62189 -0.35450 1.85744 0.1420
O -3.19758 -0.31290 1.12012 -0.3876
P -3.30979 0.37676 -0.19151 0.3389
H -4.34219 -0.44504 -0.86578 0.0510
```

Its energy above the lowest of the compared OMol25 structures with the same formula, charge and spin is 3.431 eV. Its SMILES is FCF.O=P. Its frontier orbital gap is 8.76 eV. The calculated total energy comes out at -17855.4741 eV.

---

# 3
Here is the molecule C4H4OS at a distorted geometry from the Open Molecules 2025 dataset. Energies are from the ωB97M-V functional and the def2-TZVPD basis.

Geometry as XYZ:
```
10
Properties=species:S:1:pos:R:3:mulliken_charge:R:1
C 0.51342 -1.50632 0.16891 -0.0636
C 0.03251 -0.83037 1.16495 -0.2904
S -0.56768 0.96418 1.02065 -0.1201
C -0.24139 1.13909 -0.66927 -0.1915
C 0.34560 0.26374 -1.51266 -0.0598
O 0.50958 -1.07503 -1.22117 -0.3064
H 0.63386 -2.76286 0.02628 0.2397
H -0.20818 -1.12919 2.20639 0.2935
H -0.26471 2.18787 -1.18392 0.2412
H 0.94431 0.48076 -2.52129 0.2575
```

Its energy above the lowest of the compared OMol25 structures with the same formula, charge and spin is 2.900 eV. Its SMILES is C1=CSC=CO1. Its frontier orbital gap is 8.50 eV. The calculated total energy comes out at -17092.2447 eV.

---

# 4
Here is a cluster of 8 separate species, C8H32N14O8 in total at a distorted geometry from the Open Molecules 2025 dataset. Energies are from the ωB97M-V functional and the def2-TZVPD basis.

Geometry as XYZ:
```
62
Properties=species:S:1:pos:R:3:mulliken_charge:R:1
N 2.78755 -0.70776 3.91379 -0.3909
C 1.50103 -0.62917 4.20968 0.5859
N 1.28713 -0.16990 5.41785 -0.4019
O 0.64083 -0.57008 3.41734 -0.5996
H 3.01457 -1.04046 2.98757 0.1733
H 3.47373 -0.76790 4.65247 0.1700
H 0.38827 -0.02634 5.85549 0.2069
H 2.11253 -0.25980 5.99294 0.1456
N -3.08578 -2.22585 -2.38827 -0.3176
C -4.27681 -2.28927 -2.95875 0.7649
N -4.49097 -3.44194 -3.42826 -0.3980
O -5.14814 -1.50004 -2.77945 -0.6560
H -3.02763 -1.51970 -1.66849 0.0566
H -2.43263 -2.97094 -2.58407 0.1553
H -5.30712 -3.56871 -4.00958 0.2241
H -3.83190 -4.19400 -3.28633 0.1674
N 2.24318 3.86763 3.78895 -0.3491
C 3.12382 3.08582 3.22161 0.7042
N 2.56596 2.44291 2.28961 -0.1533
O 4.30774 2.98753 3.44557 -0.7057
H 2.42276 4.59120 4.47035 0.1821
H 1.24956 3.69782 3.72585 0.1516
H 1.56146 2.49132 2.19619 0.0024
H 3.24242 1.97444 1.70391 0.1456
N -1.37124 5.46774 0.45575 -0.3817
C -1.15154 4.28011 -0.04221 0.5621
N -0.53974 3.46159 0.74075 -0.0828
O -1.57535 3.96381 -1.16040 -0.6832
H -1.22678 5.67447 1.43375 0.1465
H -1.85867 6.18577 -0.06092 0.2443
H 0.06441 3.84524 1.45343 0.1861
H -0.42129 2.50185 0.44923 0.1903
N -0.20068 0.02554 -5.72380 -0.4365
C 0.41596 -0.33270 -4.62207 0.6239
N -0.25861 -1.19293 -3.87806 -0.1863
O 1.57596 0.02727 -4.43252 -0.6691
H 0.20676 0.85650 -6.12828 0.2622
H -1.19176 -0.14085 -5.82462 0.1713
H 0.33268 -1.59956 -3.16733 0.0672
H -1.15437 -1.53306 -4.19744 0.1475
N 3.00327 -2.67288 -3.11354 -0.3383
C 2.68157 -2.14274 -1.94265 0.7045
N 3.63104 -1.54083 -1.38931 -0.3603
O 1.63666 -2.40224 -1.39829 -0.7103
H 3.89077 -2.31498 -3.43658 0.1144
H 2.52283 -3.37407 -3.65910 0.2164
H 4.55161 -1.67586 -1.78229 0.1604
H 3.48067 -1.38468 -0.40284 0.2380
N -3.28446 -2.46092 1.45802 -0.3915
C -2.15145 -2.30191 2.01290 0.6598
N -1.92949 -1.11327 2.41417 -0.3380
O -1.34412 -3.13633 2.24530 -0.6822
H -3.39402 -3.43753 1.22498 0.2634
H -4.07525 -1.83432 1.50425 0.1943
H -2.79349 -0.63116 2.61704 0.1457
H -1.13194 -1.03350 3.02871 0.3352
C -0.18324 0.50763 -0.84574 -0.8305
O -0.22720 0.77448 0.51365 -0.5745
H -1.16437 0.41824 -1.31210 0.2476
H 0.19028 1.38738 -1.36978 0.3201
H 0.39689 -0.40741 -0.96508 0.3981
H -0.27387 0.02928 1.11706 0.2019
```

Its energy above the lowest of the compared OMol25 structures with the same formula, charge and spin is 5.742 eV. Its SMILES is NC(N)=O.NC(N)=O.NC(N)=O.NC(N)=O.NC(N)=O.NC(N)=O.NC(N)=O.CO. Its frontier orbital gap is 9.39 eV. The calculated total energy comes out at -46058.6356 eV.

---

Question: Among the records above, which one has the lowest calculated total energy?
Answer: C8H32N14O8